[1]
# C6H28N12O8

A cluster of 8 separate species, C6H28N12O8 in total in a non-equilibrium geometry (ωB97M-V/def2-TZVPD, the OMol25 dataset).

- multiplicity = 1
- E (eV) = -40943.8962
- HOMO-LUMO gap (eV) = 9.40
- energy relative to the best compared isomer or geometry (same formula, charge and spin) (kcal per mole) = 0.0
- charge = 0
- SMILES = NC(N)=O.NC(N)=O.NC(N)=O.NC(N)=O.NC(N)=O.NC(N)=O.O.O
- E_LUMO (eV) = 0.3841

Last columns: bonded neighbours and bond lengths (Å).
Cartesian coordinates (Å):
1 H -15.39846 -2.34041 7.08412  N3 1.031
2 N -9.28366 -5.20739 7.10932  H12 1.013, C28 1.340, H51 1.015
3 N -15.10107 -1.94972 6.17729  H1 1.031, H22 0.971, C29 1.421
4 H -15.73289 -4.78058 3.52996  N15 1.001
5 H -14.00081 -4.85442 3.99710  N15 1.011
6 N -14.71636 -9.07897 7.04400  H7 0.968, C25 1.397, H27 1.032
7 H -15.58981 -9.36312 7.34972  N6 0.968
8 H -14.46973 -6.07276 9.43708  N34 1.037
9 N -11.82483 -8.46023 11.33469  C17 1.354, H26 1.001, H41 1.053
10 N -9.16550 -6.11674 9.20486  C28 1.401, H36 1.018, H49 1.033
11 H -11.99568 -0.89990 6.68974  N42 1.043
12 H -8.27761 -5.26873 7.00726  N2 1.013
13 H -13.97348 -4.63217 8.66580  N34 0.971
14 O -16.07236 -7.55000 11.13695  H21 0.938, H47 0.972
15 N -14.93912 -5.22605 3.94530  H4 1.001, H5 1.011, C44 1.384
16 N -16.99053 -5.82425 8.46853  C18 1.367, H35 0.978, H54 1.002
17 C -11.85853 -7.12393 11.54902  N9 1.354, O52 1.196, N53 1.403
18 C -15.93007 -4.96260 8.42872  N16 1.367, O23 1.202, N34 1.331
19 H -17.14311 -6.30690 4.04520  N37 0.963
20 N -13.08350 -7.50967 7.48929  H24 1.048, C25 1.334, H30 1.043
21 H -16.46370 -8.10877 11.78106  O14 0.938
22 H -15.59562 -2.33471 5.43577  N3 0.971
23 O -16.16599 -3.92349 7.87297  C18 1.202
24 H -13.27808 -7.21030 6.50432  N20 1.048
25 C -14.02497 -8.31310 7.98569  N6 1.397, N20 1.334, O39 1.268
26 H -10.88733 -8.76506 11.15972  N9 1.001
27 H -14.66456 -8.62884 6.11686  N6 1.032
28 C -9.90848 -5.36693 8.28345  N2 1.340, N10 1.401, O32 1.259
29 C -13.76689 -1.59284 5.84372  N3 1.421, N42 1.358, O45 1.218
30 H -12.70330 -6.96745 8.29545  N20 1.043
31 H -13.24163 -5.55601 11.66462  N53 0.976
32 O -11.06526 -4.96025 8.56732  C28 1.259
33 O -14.36448 -7.29553 4.95593  C44 1.221
34 N -14.70872 -5.22648 8.88721  H8 1.037, H13 0.971, C18 1.331
35 H -17.73153 -5.18669 8.48975  N16 0.978
36 H -8.17352 -6.26006 9.02645  N10 1.018
37 N -16.50323 -6.72151 4.63341  H19 0.963, H40 1.041, C44 1.386
38 O -13.03476 -2.69622 9.42399  H46 0.996, H48 1.025
39 O -14.32827 -8.42936 9.21172  C25 1.268
40 H -16.80388 -7.56674 5.16228  N37 1.041
41 H -12.57757 -8.75069 10.65761  N9 1.053
42 N -13.00694 -1.09451 6.85300  H11 1.043, C29 1.358, H50 1.039
43 H -13.98307 -7.00200 11.40639  N53 1.007
44 C -15.14623 -6.48322 4.48628  N15 1.384, O33 1.221, N37 1.386
45 O -13.34902 -1.70643 4.70531  C29 1.218
46 H -12.35752 -3.23391 8.93024  O38 0.996
47 H -15.53502 -8.14732 10.58937  O14 0.972
48 H -12.55565 -2.53809 10.31642  O38 1.025
49 H -9.69598 -6.20097 10.08682  N10 1.033
50 H -13.35612 -1.26204 7.81742  N42 1.039
51 H -9.75788 -4.52565 6.52647  N2 1.015
52 O -10.83320 -6.53414 11.72648  C17 1.196
53 N -13.12466 -6.52440 11.62984  C17 1.403, H31 0.976, H43 1.007
54 H -17.02216 -6.42689 9.26894  N16 1.002

[2]
# H20O10

A cluster of 10 separate species, H20O10 in total in a non-equilibrium geometry (ωB97M-V/def2-TZVPD, the OMol25 dataset).

- multiplicity = 1
- E (eV) = -20799.5192
- HOMO-LUMO gap (eV) = 9.93
- energy relative to the best compared isomer or geometry (same formula, charge and spin) (kcal per mole) = 71.3
- charge = 0
- SMILES = O.O.O.O.O.O.O.O.O.O
- E_LUMO (eV) = -0.7166

Last columns: bonded neighbours and bond lengths (Å).
Cartesian coordinates (Å):
1 H -1.46647 0.15827 -3.35157  O4 0.980
2 H -0.48147 0.33827 -1.10257  O22 0.991
3 O -1.56847 0.14827 2.70043  H5 0.967, H20 0.954
4 O -1.59247 0.79327 -4.08757  H1 0.980, H25 0.951
5 H -1.97847 0.54727 3.48043  O3 0.967
6 O 2.06653 1.43327 0.25943  H18 0.976, H28 0.929
7 H -1.31847 2.21227 0.43243  O17 0.985
8 H 0.72153 -2.53273 -0.01557  O12 0.964
9 O 0.44653 -0.53073 -2.26757  H19 0.958, H30 0.948
10 H -0.31547 -0.09373 0.28943  O22 0.953
11 O 1.95153 2.00427 -2.94857  H15 0.945, H27 0.945
12 O 0.55153 -1.84273 0.63543  H8 0.964, H23 0.917
13 O 1.85153 -1.00173 2.93143  H26 0.972, H29 0.953
14 H -0.84547 -2.84173 3.00343  O24 0.961
15 H 1.42953 1.22327 -3.05257  O11 0.945
16 H -1.57247 -1.54573 2.58243  O24 0.951
17 O -1.69647 2.89627 1.03143  H7 0.985, H21 0.942
18 H 2.50053 0.57327 0.10143  O6 0.976
19 H 0.41253 -1.30773 -2.82657  O9 0.958
20 H -2.08147 0.41027 1.93943  O3 0.954
21 H -2.60147 3.06127 0.82643  O17 0.942
22 O -0.72347 0.62527 -0.18557  H2 0.991, H10 0.953
23 H -0.11147 -2.25473 1.11743  O12 0.917
24 O -1.42147 -2.45273 2.33943  H14 0.961, H16 0.951
25 H -0.76247 0.79127 -4.55157  O4 0.951
26 H 1.48253 -1.23473 2.06243  O13 0.972
27 H 2.82753 1.65027 -2.95257  O11 0.945
28 H 1.17353 1.33327 0.02543  O6 0.929
29 H 1.86453 -1.82873 3.40443  O13 0.953
30 H 1.25753 -0.73173 -1.82057  O9 0.948